Entry from the Open Molecules 2025 dataset: a molecular structure, C20H23CoN4O (ωB97M-V/def2-TZVPD).

Output
Energy above the lowest of the compared OMol25 structures with the same formula, charge and spin = 1.9 kcal per mole
Expectation value of S² = 0.790
HOMO energy (spin up / spin down) = -10.9 / -10.8 eV
DFT total energy = -66743.72921 eV
Net charge = +1
Multiplicity = 2

The geometry in XYZ format:
```
49
Properties=species:S:1:pos:R:3:forces:R:3:lowdin_spin:R:1
Co -0.007020 -0.104010 -0.807276 -0.735 -0.183 0.421 0.94
C -1.331304 0.823946 1.671614 -0.019 0.130 -0.112 0.00
C 0.012367 1.233913 2.257091 -0.017 0.028 0.142 0.00
C 1.101981 0.211429 2.093972 0.024 0.112 -0.236 0.00
C 1.795881 -0.317927 3.169514 0.006 0.064 0.028 0.00
C 2.851768 -1.183061 2.930235 0.059 -0.038 0.093 0.00
C 3.196230 -1.482961 1.624630 -0.004 0.020 -0.077 0.00
C 2.437710 -0.933620 0.605806 -0.033 0.080 0.077 0.00
N 1.401390 -0.119761 0.831293 0.102 -0.288 0.042 0.04
N -1.406152 0.964654 0.188903 0.189 0.402 0.145 0.00
C -1.306244 2.393410 -0.214671 -0.080 0.040 -0.035 0.00
C -0.012660 2.707626 -0.928132 -0.041 0.017 -0.032 0.00
C 0.486441 3.993381 -1.040039 -0.051 -0.005 0.006 0.00
C 1.635653 4.194175 -1.788497 0.070 0.054 -0.032 0.00
C 2.250076 3.114415 -2.404718 -0.042 0.006 -0.002 0.00
C 1.700313 1.858012 -2.233705 -0.075 -0.022 -0.010 0.00
N 0.596458 1.671198 -1.506865 0.159 -0.449 0.108 0.00
C -2.666516 0.346524 -0.269257 -0.074 0.079 0.068 0.00
C -2.516574 -1.149383 -0.225684 -0.178 0.002 -0.013 0.00
C -3.596778 -2.012559 -0.283162 0.058 0.055 0.108 0.00
C -3.350004 -3.373445 -0.268104 -0.066 -0.122 0.001 0.00
C -2.042785 -3.826110 -0.179617 0.011 -0.020 0.040 0.00
C -1.021995 -2.898402 -0.136008 -0.125 0.152 0.200 0.00
N -1.254558 -1.579438 -0.163597 0.306 -0.409 -0.551 0.00
H -2.128015 1.435358 2.109506 0.002 0.023 -0.003 0.00
H -1.545901 -0.214952 1.915370 0.028 -0.012 0.034 0.00
H -0.122971 1.451043 3.317083 -0.039 -0.045 -0.001 0.00
H 0.347094 2.169739 1.799351 0.016 -0.007 0.019 0.00
H 1.523109 -0.043846 4.179934 -0.007 0.012 -0.015 0.00
H 3.406965 -1.604699 3.758151 -0.003 0.002 -0.012 0.00
H 4.027689 -2.131470 1.387522 -0.003 -0.001 0.030 0.00
H 2.641558 -1.143322 -0.435039 0.041 0.021 -0.001 0.00
H -1.436112 3.052487 0.645693 -0.008 -0.019 0.019 0.00
H -2.128035 2.617892 -0.897529 0.004 0.024 -0.013 0.00
H -0.016732 4.818951 -0.553804 0.007 -0.002 -0.011 0.00
H 2.050177 5.188675 -1.890784 -0.015 -0.009 0.004 0.00
H 3.142290 3.237679 -3.001444 -0.005 0.010 0.011 0.00
H 2.115711 0.958024 -2.669980 -0.008 -0.007 0.019 0.00
H -2.870647 0.665331 -1.292708 0.073 -0.020 -0.031 0.00
H -3.511824 0.668003 0.349870 -0.018 0.011 -0.016 0.00
H -4.605449 -1.625051 -0.335714 0.015 0.012 -0.003 0.00
H -4.171603 -4.076135 -0.316721 0.014 0.005 -0.002 0.00
H -1.810845 -4.881028 -0.152243 -0.017 0.004 -0.001 0.00
H 0.011312 -3.199593 -0.069798 -0.007 -0.006 0.004 0.00
C 1.231350 -2.404636 -2.147369 -0.164 0.107 -0.085 0.00
O 0.782889 -1.085023 -2.126261 0.605 0.178 -0.218 0.01
H 0.449293 -3.109948 -2.462127 -0.022 -0.005 -0.023 0.00
H 1.606383 -2.770078 -1.177538 0.047 0.031 -0.046 0.00
H 2.058623 -2.505426 -2.857140 0.022 -0.013 -0.040 0.00
```
Positions in Å, forces in eV/Å.

***

Entry from the Open Molecules 2025 dataset: a molecular structure, C20H23F7N2O12PbS2 at a distorted geometry (ωB97M-V/def2-TZVPD).

Output
Energy above the lowest of the compared OMol25 structures with the same formula, charge and spin = 262.9 kcal per mole
HOMO energy = -2.2 eV
DFT total energy = -94592.36369 eV
Net charge = -2
Multiplicity = 1

The geometry in XYZ format:
```
67
Properties=species:S:1:pos:R:3:forces:R:3:nbo_charge:R:1
Pb 19.630930 0.458810 31.289310 -0.672 0.480 0.767 1.25
C 20.591310 6.324060 27.322600 -0.385 1.254 -4.623 -0.47
C 20.441660 5.009760 27.579260 0.411 -0.569 4.267 0.32
C 20.066060 3.917030 26.572390 -0.850 -3.577 0.253 0.40
O 19.904120 2.653550 26.865890 0.633 3.189 0.490 -0.65
C 19.865170 4.300130 25.266710 -0.309 -0.056 -0.758 -0.49
C 20.251190 5.541310 24.785620 1.023 2.856 -1.841 0.41
C 20.551970 6.701500 25.860950 0.821 -0.841 1.705 0.47
O 20.898370 7.797790 25.478150 -0.274 0.479 -0.353 -0.60
O 20.460840 5.893360 23.585030 -0.784 -1.089 2.138 -0.64
O 20.631100 4.774920 28.841230 -0.253 -1.681 -0.820 -0.60
H 20.904900 7.061340 28.046820 -0.129 -0.146 0.054 0.21
H 19.506330 3.577620 24.548650 0.203 -0.268 0.003 0.21
F 16.281010 1.105010 33.014430 1.282 -0.205 -0.327 -0.87
C 10.585720 -4.561100 30.120840 2.836 -0.093 -2.513 0.80
F 10.659020 -4.616430 31.449230 -1.196 0.718 -0.801 -0.30
F 9.924320 -5.597630 29.604880 -0.479 -0.022 0.926 -0.32
F 10.057350 -3.454630 29.517650 0.285 -0.808 1.895 -0.32
S 12.444290 -4.842380 29.442840 1.282 1.285 1.315 2.07
O 13.220050 -5.470980 30.513830 -1.708 -0.053 -1.058 -0.92
O 12.240090 -5.544050 28.184110 -0.097 0.893 1.295 -0.90
N 13.059360 -3.182770 29.441220 -2.451 -2.615 0.080 -1.13
S 14.368070 -3.224670 28.631100 3.527 0.374 -1.565 2.18
O 15.400470 -2.293420 29.100730 -1.954 -0.146 -0.744 -0.94
O 14.934860 -4.543310 28.380870 -0.743 0.399 -0.339 -0.97
C 13.737470 -2.629400 26.846510 -0.252 -0.192 2.570 0.74
F 12.727200 -3.424470 26.449180 0.641 0.030 -0.297 -0.33
F 13.209430 -1.406000 26.976420 0.170 0.266 -0.177 -0.33
F 14.702520 -2.592830 25.955140 0.221 -0.174 -0.591 -0.32
C 19.085370 -2.825320 33.700700 -0.540 -1.151 -0.893 -0.27
O 19.838640 -1.630170 33.801430 -0.458 -0.341 -0.478 -0.56
C 20.145730 -1.290550 35.121030 1.203 0.443 0.169 -0.06
C 21.430710 -0.457550 35.155590 -0.269 -1.551 -0.727 -0.24
N 21.360590 0.749680 34.422690 -0.526 1.162 -0.032 -0.63
C 22.668680 1.424990 34.267940 -3.131 0.494 -0.544 -0.25
C 23.473200 0.827970 33.172030 2.284 1.517 -0.607 -0.09
O 22.895710 0.578330 31.887880 -0.947 -0.832 1.873 -0.55
C 23.866950 0.107760 31.004810 -0.697 -1.082 -2.277 -0.28
H 19.097570 -3.185100 32.671860 0.251 0.391 -0.217 0.20
H 18.021370 -2.807040 33.936660 -0.065 0.920 0.344 0.20
H 19.472540 -3.676060 34.261450 0.601 0.256 0.430 0.17
H 20.471390 -2.183910 35.653890 -0.602 -0.295 0.347 0.17
H 19.328240 -0.768270 35.618070 -0.250 -0.131 0.082 0.19
H 22.172290 -1.043470 34.612580 0.350 -0.457 0.594 0.19
H 21.656930 -0.308960 36.211450 0.511 -0.074 0.240 0.17
H 20.741750 1.308850 34.992300 -0.173 0.852 -0.433 0.37
H 23.177250 1.543740 35.224690 0.590 -0.346 -0.106 0.19
H 22.396250 2.426590 33.935250 0.038 0.184 0.133 0.21
H 24.159560 0.073960 33.557380 -0.347 -0.794 -0.457 0.17
H 24.114140 1.674580 32.925990 0.877 0.034 0.292 0.18
H 24.233360 0.884790 30.333940 0.666 0.299 0.595 0.20
H 23.360290 -0.543760 30.292820 -0.555 0.008 -0.183 0.19
H 24.589910 -0.631560 31.349530 0.442 0.713 0.873 0.18
C 21.985110 -7.215570 31.162810 0.109 0.743 1.122 -0.25
C 21.560400 -6.043520 30.541730 0.073 -1.674 -0.618 -0.26
C 22.074560 -4.848090 30.874170 1.063 -0.537 2.791 0.27
C 22.899400 -4.740730 32.000390 0.501 0.781 -0.095 -0.25
C 23.237080 -5.811530 32.799000 -1.303 -1.733 -1.826 -0.26
C 22.769330 -7.091770 32.329320 1.222 0.064 0.318 0.27
O 23.206840 -8.250330 32.977990 -0.977 -0.255 -0.413 -0.71
O 21.787670 -3.789750 30.149270 -0.075 1.855 -1.342 -0.65
H 21.637850 -8.122000 30.689310 0.289 -0.430 0.618 0.23
H 20.949250 -6.069340 29.651650 -0.292 -0.351 -0.085 0.21
H 23.401790 -3.796510 32.150180 -0.230 0.311 0.257 0.21
H 23.890790 -5.716610 33.653430 -0.014 -0.080 0.017 0.22
H 24.097520 -8.231740 33.335690 -0.027 0.644 -0.166 0.48
H 21.611380 -4.183710 29.291760 -0.393 0.754 -0.546 0.48
```
Positions in Å, forces in eV/Å.

***

Entry from the Open Molecules 2025 dataset: a molecular structure, C20H23MnN4O2 (ωB97M-V/def2-TZVPD).

Output
Expectation value of S² = 8.757
HOMO energy (spin up / spin down) = -10.8 / -10.8 eV
DFT total energy = -62484.86958 eV
Net charge = +1
Multiplicity = 6

The geometry in XYZ format:
```
50
Properties=species:S:1:pos:R:3:forces:R:3:lowdin_spin:R:1
Mn -1.004590 -0.296509 -0.484762 0.162 -0.106 0.545 4.65
C 0.689086 -2.307433 3.068279 0.023 -0.043 -0.028 0.00
C 0.210613 -1.856781 1.727354 0.154 -0.160 0.152 0.02
N -0.623477 -0.916518 1.528857 -0.180 0.093 -0.480 0.05
N -1.264410 -0.218963 2.489484 -0.083 0.165 -0.082 0.01
C -2.172517 0.549027 1.888068 0.101 -0.186 -0.049 0.01
O -2.374285 0.560806 0.605788 -0.326 0.402 0.295 0.08
C -3.003709 1.425305 2.732291 -0.034 0.032 0.009 0.00
C -2.786482 1.504206 4.107933 -0.014 -0.001 -0.024 0.00
C -3.565373 2.348504 4.880318 0.016 -0.020 0.007 0.00
C -4.562619 3.112755 4.287241 -0.010 0.021 -0.017 0.00
C -4.786596 3.030085 2.919379 0.004 -0.011 0.011 0.00
C -4.007611 2.188797 2.141787 -0.010 0.012 0.011 0.00
C 0.634569 -2.522773 0.464579 -0.028 -0.060 0.053 0.01
C 1.669680 -3.445274 0.431364 0.039 -0.045 0.106 0.00
C 1.970987 -4.100193 -0.751077 0.023 -0.011 -0.006 0.01
C 1.214662 -3.838246 -1.882395 0.003 -0.074 0.012 0.00
C 0.210382 -2.896166 -1.785361 -0.037 0.011 0.019 0.01
N -0.070396 -2.236417 -0.657162 0.232 0.004 -0.193 0.03
H 0.063352 -1.858037 3.834955 0.006 0.009 -0.008 0.00
H 1.721085 -1.988620 3.238215 -0.017 -0.014 -0.012 0.00
H 0.652238 -3.393616 3.163060 -0.007 0.018 -0.010 0.00
H -2.007070 0.901587 4.552244 -0.009 0.018 0.018 0.00
H -3.397592 2.411591 5.947604 0.003 0.003 -0.018 0.00
H -5.165524 3.777576 4.893020 0.001 -0.030 -0.006 0.00
H -5.569426 3.620407 2.461201 0.020 -0.004 0.004 0.00
H -4.166773 2.112374 1.075341 -0.009 0.014 0.009 0.00
H 2.227675 -3.645241 1.335992 -0.008 -0.024 -0.039 0.00
H 2.779928 -4.818257 -0.786109 -0.016 0.002 0.014 0.00
H 1.387410 -4.355726 -2.815374 0.005 0.025 0.014 0.00
H -0.414812 -2.669373 -2.640643 0.035 0.048 -0.030 0.00
O 0.705520 0.895372 -0.577953 -0.047 -0.231 -0.403 0.05
C 1.412620 1.576718 -1.328937 0.073 0.120 0.097 0.01
C 2.904175 1.524528 -1.254304 0.035 -0.005 -0.001 0.00
C 3.358530 0.832413 -2.577794 -0.067 -0.020 0.041 0.00
C 2.311634 -0.075065 -3.270758 -0.016 0.108 -0.006 0.00
C 1.274864 0.638792 -4.166028 0.029 -0.002 0.083 0.00
C 0.213995 1.427954 -3.395660 0.173 0.022 -0.051 0.01
N 0.900292 2.256645 -2.388207 -0.178 0.016 -0.084 0.00
H 3.191553 0.953089 -0.375656 0.000 0.009 0.017 0.00
H 3.336831 2.523166 -1.173912 -0.009 -0.011 -0.001 0.00
H 4.235877 0.230162 -2.346762 0.025 0.025 0.000 0.00
H 3.685486 1.590902 -3.291805 0.011 -0.003 -0.007 0.00
H 1.800183 -0.690245 -2.521283 0.019 -0.035 -0.011 0.00
H 2.859042 -0.773418 -3.904042 0.004 -0.003 -0.003 0.00
H 0.785051 -0.091522 -4.814096 -0.018 0.022 0.003 0.00
H 1.804627 1.332122 -4.826904 0.002 -0.037 -0.034 0.00
H -0.475197 0.761232 -2.879412 -0.106 -0.060 0.071 0.01
H -0.385496 2.060699 -4.045835 0.000 0.016 0.004 0.00
H 1.592004 2.847578 -2.832122 0.035 -0.019 0.006 0.00
```
Positions in Å, forces in eV/Å.

***

Entry from the Open Molecules 2025 dataset: a single C20H23N3O3S molecule at a distorted geometry (ωB97M-V/def2-TZVPD).

Output
Energy above the lowest of the compared OMol25 structures with the same formula, charge and spin = 78.7 kcal per mole
HOMO energy = -8.8 eV
DFT total energy = -42560.15609 eV
Net charge = 0
Multiplicity = 1

The geometry in XYZ format:
```
50
Properties=species:S:1:pos:R:3:forces:R:3:nbo_charge:R:1
C 4.594056 2.681953 0.589044 0.055 0.113 0.037 -0.39
C 4.092917 1.889029 -0.338301 -0.058 -0.183 -0.017 -0.18
C 3.809327 0.431593 -0.136883 0.202 -0.135 -0.116 -0.27
N 2.436578 0.116403 -0.471781 0.084 0.246 0.233 -0.60
C 2.126710 -0.631353 -1.539213 0.010 -0.086 0.162 0.62
O 2.925624 -1.181822 -2.269650 0.011 -0.154 -0.224 -0.60
C 0.650659 -0.824883 -1.735941 -0.819 0.573 0.194 0.29
C -0.498225 -0.114963 -1.427595 0.662 -0.672 -0.319 -0.26
C -1.540405 -0.974220 -1.902081 0.658 0.033 -0.339 0.15
N -1.021644 -2.048739 -2.439866 -1.263 -0.125 -0.203 -0.11
O 0.311049 -1.952740 -2.361665 0.914 0.248 0.139 -0.23
C -3.006616 -0.928036 -1.721405 -0.321 -0.160 0.421 -0.55
H -3.479120 -0.030415 -2.118104 0.005 -0.026 -0.100 0.22
H -3.442792 -1.806296 -2.196433 0.052 0.146 -0.091 0.25
S -3.459392 -0.958758 0.081089 0.158 -0.210 -0.052 0.22
C -1.920763 -1.530989 0.781321 -0.539 0.105 -0.006 -0.18
C -1.411693 -2.766065 0.414451 0.169 -0.067 0.223 -0.24
C -0.137666 -3.130614 0.826159 -0.127 -0.012 -0.069 0.01
C 0.583826 -2.256327 1.631248 -0.114 0.107 0.014 -0.22
C 0.054287 -1.044531 2.050320 0.000 -0.050 0.024 0.00
C -1.214554 -0.682755 1.614319 0.028 -0.204 0.057 -0.19
H -1.640233 0.266534 1.902171 -0.022 0.164 -0.028 0.22
C 0.833972 -0.104633 2.915448 -0.019 0.006 0.016 -0.64
H 0.333175 0.030904 3.873332 0.038 0.045 0.094 0.22
H 0.900762 0.869119 2.432579 0.049 0.105 0.015 0.23
H 1.836985 -0.481709 3.096768 0.096 0.006 0.057 0.21
H 1.583667 -2.531007 1.936325 0.138 -0.029 0.062 0.21
C 0.463487 -4.419430 0.360033 0.055 0.013 -0.062 -0.63
H -0.302365 -5.179912 0.227804 -0.006 -0.090 -0.010 0.22
H 1.208276 -4.780089 1.065193 0.050 -0.083 0.020 0.22
H 0.953182 -4.265014 -0.602551 0.049 -0.069 -0.060 0.23
H -1.985852 -3.422825 -0.221957 -0.049 -0.059 -0.037 0.23
C -0.595831 1.208180 -0.773685 0.068 -0.129 -0.127 0.69
O 0.225538 1.600955 0.046764 0.043 0.187 0.136 -0.66
N -1.628908 1.969697 -1.166071 -0.355 0.165 -0.062 -0.58
H -2.280519 1.630830 -1.854655 0.155 -0.092 0.003 0.40
C -1.810674 3.325413 -0.701795 0.107 0.185 0.107 -0.27
C -3.164778 3.600768 -0.118883 0.221 0.094 -0.103 -0.19
C -4.064692 2.695723 0.213767 -0.146 -0.045 0.012 -0.41
H -5.013471 2.978922 0.634769 -0.179 0.155 0.091 0.20
H -3.895156 1.637984 0.104116 0.133 -0.174 -0.053 0.21
H -3.361025 4.654673 0.026966 -0.104 0.115 0.059 0.20
H -1.038564 3.503848 0.054809 -0.090 0.048 -0.195 0.25
H -1.630854 4.019203 -1.534119 0.043 -0.052 0.145 0.20
H 1.701702 0.650567 -0.005777 -0.084 -0.174 -0.136 0.44
H 4.442367 -0.169956 -0.798429 -0.069 0.047 0.186 0.24
H 3.998911 0.147136 0.902666 0.081 -0.003 -0.084 0.20
H 3.847472 2.267641 -1.321310 -0.004 0.119 -0.131 0.20
H 4.790947 3.723726 0.403686 0.026 0.195 -0.091 0.20
H 4.840301 2.317281 1.573026 0.010 -0.136 0.207 0.19
```
Positions in Å, forces in eV/Å.